# 1
Formula: C17H27N3O3S
Source: the OMol25 dataset
Level of theory: the ωB97M-V functional and the def2-TZVPD basis

Geometry as XYZ:
```
51
Properties=species:S:1:pos:R:3:mulliken_charge:R:1
C 5.02459 3.94857 0.72556 -1.62
H 5.39066 3.05709 0.37883 0.40
H 5.61197 4.70782 0.77761 0.59
H 4.51460 3.81102 1.70979 0.31
C 3.80901 4.65318 -0.12716 0.78
C 3.40778 5.85633 0.28191 -2.01
H 2.76310 6.16930 -0.36764 0.62
H 4.03198 6.67972 0.24418 0.48
H 2.82919 5.79724 1.12362 0.46
C 2.77389 3.46076 -0.36834 -1.07
H 2.04169 3.85311 -1.22407 0.15
H 2.39702 3.32916 0.42586 0.84
C 3.19029 2.29702 -0.94712 -0.77
C 2.11917 1.17627 -1.40526 0.00
C 1.72101 0.33024 -0.48217 0.48
N 0.90168 -0.65107 -0.64943 -0.17
C 0.03845 -0.45192 -1.54133 0.08
N 0.30056 0.51831 -2.55626 0.02
C 1.16282 1.39532 -2.57978 0.12
O 1.51687 2.22186 -3.38236 -0.66
H -0.41963 0.74157 -3.44170 0.35
S -1.13718 -1.62028 -2.01507 -0.28
C -0.93733 -2.78083 -0.64936 -1.62
H -1.55358 -3.59729 -0.67899 0.65
H -0.15077 -2.99231 -0.93077 0.96
C -1.04420 -2.15011 0.84916 0.91
O 0.05455 -2.05457 1.68529 -0.79
N -2.19164 -1.63113 1.15806 0.15
C -3.28049 -1.75445 0.69722 -1.21
H -4.00371 -0.92880 0.97233 0.44
C -4.16142 -3.03571 1.01430 -0.65
C -5.04501 -2.74560 2.36626 -0.91
H -5.11697 -3.89434 2.80437 0.30
H -5.96570 -2.45025 2.18559 0.52
C -4.41572 -1.84538 3.48166 -1.12
C -2.95301 -2.04573 3.46775 0.01
H -2.84856 -1.45434 4.61170 0.22
H -2.38538 -3.14610 3.61203 0.18
C -2.13630 -1.06336 2.61239 -1.09
H -0.97953 -1.00136 2.84628 0.36
H -2.54238 -0.18601 2.75237 0.61
H -4.47277 -0.96765 3.10101 0.51
H -4.85104 -2.05916 4.39061 0.50
H -3.27275 -3.71801 1.43942 0.20
H -4.71519 -3.31181 0.21668 0.58
H -3.40626 -1.81714 -0.31635 0.48
O 2.46059 -0.06874 0.78222 -0.60
H 1.98246 -0.82956 1.27502 0.37
H 3.91138 1.68963 -0.58548 0.59
H 3.83209 2.45139 -2.16053 0.20
H 4.31662 4.66575 -1.30505 0.16
```

Output
E_HOMO, eV: -8.650
Electronic energy, eV: -39499.186
Frontier orbital gap, Eh: 0.325
E_LUMO, eV: 0.2

***

# 2
Formula: C4H10Br2
Source: the OMol25 dataset
Level of theory: the ωB97M-V functional and the def2-TZVPD basis

Geometry as XYZ:
```
16
Properties=species:S:1:pos:R:3:mulliken_charge:R:1
C 2.59972 -2.59655 0.75416 -0.98
C 1.38686 -1.69348 0.71713 -0.29
Br 1.30549 -0.69088 -0.94019 -0.17
H 2.61532 -3.15070 1.70772 0.29
H 3.52883 -2.00749 0.67434 0.34
H 2.57178 -3.32358 -0.07484 0.27
H 0.43435 -2.25392 0.78100 0.18
H 1.38942 -0.94056 1.52863 0.36
C -1.89580 -3.46541 -1.67740 -0.98
C -0.68310 -4.36896 -1.64784 -0.30
Br -0.59023 -5.36930 0.01024 -0.17
H -1.91802 -2.91257 -2.63160 0.29
H -1.86157 -2.73723 -0.84964 0.27
H -2.82457 -4.05393 -1.59007 0.34
H -0.69184 -5.12303 -2.45826 0.36
H 0.26917 -3.80905 -1.71936 0.19
```

Output
SMILES: CCBr.CCBr
E_HOMO, eV: -10.096
Electronic energy, eV: -144395.379
Frontier orbital gap, Eh: 0.403
E_LUMO, eV: 0.9

***

# 3
Formula: C6H10O
Source: the OMol25 dataset
Level of theory: the ωB97M-V functional and the def2-TZVPD basis

Geometry as XYZ:
```
17
Properties=species:S:1:pos:R:3:mulliken_charge:R:1
C 1.88156 0.47614 -0.03685 -1.25
C 0.99390 -0.74449 0.00627 0.26
C -0.10776 -0.74984 1.09917 -0.75
C -1.07171 -0.27975 -0.03293 0.79
O -2.39035 -0.73652 -0.10227 -0.54
C -0.77062 1.18042 -0.28145 -1.08
C -0.05643 -0.74644 -1.00330 -0.86
H 2.19979 0.76943 -1.04492 0.36
H 2.72951 0.45948 0.65905 0.36
H 0.46421 1.29709 -0.19872 0.14
H 1.65407 -1.62673 -0.03389 0.43
H 0.03032 -0.07761 1.95311 0.29
H -0.35797 -1.76211 1.42579 0.31
H -2.94900 -0.07942 0.33321 0.35
H -1.21168 1.54277 -1.21130 0.34
H -1.00532 1.84569 0.55917 0.45
H -0.03252 -0.76811 -2.09015 0.40
```

Output
E_HOMO (spin up / spin down), eV: -7.537 / -8.064
Electronic energy, eV: -8426.086
Frontier orbital gap (spin up / spin down), Eh: 0.271 / 0.315
E_LUMO (spin up / spin down), eV: -0.2 / 0.5

***

# 4
Formula: C29H18Cl4CoN7O2S2
Source: the OMol25 dataset
Level of theory: the ωB97M-V functional and the def2-TZVPD basis

Geometry as XYZ:
```
63
Properties=species:S:1:pos:R:3:lowdin_spin:R:1
Co 0.30057 0.32657 0.54383 0.96
N 2.41259 -3.13849 -0.85397 0.00
C 1.69586 -2.00732 -0.57134 0.00
S 0.67657 -2.01697 0.80946 0.01
N 1.84824 -0.98551 -1.36671 0.00
N 1.15782 0.11669 -1.08325 -0.01
C 1.42029 1.20674 -1.79989 -0.01
C 2.52112 1.31844 -2.76475 0.00
C 2.86923 0.29634 -3.65128 0.00
C 3.99255 0.40938 -4.44981 0.00
C 4.78947 1.54124 -4.39262 0.00
C 4.44241 2.57387 -3.53554 0.00
C 3.32135 2.46711 -2.73457 0.00
C 0.61673 2.33460 -1.43513 0.00
C 0.34204 3.41948 -2.28559 0.00
C -0.51216 4.41200 -1.87654 0.00
C -1.07286 4.32922 -0.59746 0.00
C -0.76895 3.23342 0.18375 0.00
N 0.03276 2.25152 -0.21023 0.01
H 2.10474 -3.97380 -0.38606 0.00
H 2.73398 -3.23201 -1.80379 0.00
H 2.26165 -0.59186 -3.69918 0.00
H 4.26007 -0.39889 -5.11720 0.00
H 5.68666 1.61121 -4.99263 0.00
H 5.06234 3.45903 -3.47693 0.00
H 3.08236 3.25750 -2.03610 0.00
H 0.79235 3.43662 -3.26706 0.00
H -0.75222 5.24281 -2.52749 0.00
H -1.73310 5.09875 -0.22794 0.00
H -1.18688 3.14238 1.17809 0.00
N -3.75321 0.96315 -1.09152 0.00
C -3.98265 1.45063 0.16617 0.00
C -5.01471 2.22277 0.67529 0.00
C -4.95397 2.54528 2.01876 0.00
C -3.90312 2.08580 2.81617 0.00
C -2.86725 1.32944 2.30227 0.00
C -2.88545 1.01668 0.94192 0.00
N -2.00968 0.30769 0.14306 0.02
C -2.56804 0.26573 -1.05393 0.00
C -2.11250 -0.45454 -2.21046 0.00
C -2.72093 -0.43593 -3.45239 0.00
S -1.88628 -1.46711 -4.54833 0.00
C -0.78369 -1.85795 -3.24459 0.00
N -1.02900 -1.27318 -2.13929 0.00
H -4.36243 1.05441 -1.88371 0.00
H -5.83422 2.55160 0.04953 0.00
H -5.73301 3.15587 2.45656 0.00
H -3.89634 2.32719 3.87123 0.00
H -2.06542 0.97760 2.92860 0.00
H -3.58053 0.11802 -3.78277 0.00
H 0.02745 -2.54104 -3.41991 0.00
Cl 4.35201 0.05504 5.95002 0.00
C 2.99688 0.14886 4.88315 0.00
C 1.71457 -0.05419 5.38159 0.00
Cl 1.48072 -0.37164 7.06379 0.00
C 0.61748 0.02822 4.52500 0.00
Cl -0.98394 -0.21744 5.12503 0.00
C 0.78642 0.30494 3.16807 0.00
O -0.18821 0.40074 2.31616 -0.01
C 2.11619 0.50842 2.64211 0.00
O 2.21024 0.73984 1.38771 0.04
C 3.19611 0.43066 3.53411 0.00
Cl 4.79165 0.67015 2.92177 0.00
```

Output
E_HOMO (spin up / spin down), eV: -3.094 / -3.061
Expectation value of S²: 0.762
Total charge: -1
Electronic energy, eV: -154281.868
Frontier orbital gap (spin up / spin down), Eh: 0.179 / 0.178
E_LUMO (spin up / spin down), eV: 1.8 / 1.8
Spin multiplicity: 2

***

# 5
Formula: C37H23Cl3MnN7OSSe
Source: the OMol25 dataset
Level of theory: the ωB97M-V functional and the def2-TZVPD basis

Geometry as XYZ:
```
74
Properties=species:S:1:pos:R:3:lowdin_spin:R:1
Mn -0.18558 0.32115 0.52225 4.61
Se 5.69988 -0.49700 5.37989 0.00
N 5.53814 -0.63030 3.61501 0.00
C 4.27476 -0.44255 3.33385 0.00
C 3.73432 -0.50074 1.97609 0.00
C 4.52701 -0.78248 0.86251 0.01
C 3.93726 -0.86971 -0.37769 0.00
C 2.56321 -0.68173 -0.47842 0.02
N 1.79636 -0.39847 0.57103 0.04
C 2.37194 -0.29405 1.78871 0.01
C 1.48997 0.02712 2.93078 0.01
N 0.19810 0.29048 2.65365 0.04
C -0.64374 0.52709 3.65051 0.01
C -0.23864 0.53370 4.98354 0.00
C 1.08620 0.30216 5.27434 0.01
C 1.97994 0.04323 4.23102 0.00
C 3.40549 -0.19587 4.44932 0.00
N 3.96810 -0.18538 5.62981 0.00
H 5.58924 -0.93624 0.99858 0.00
H 4.51485 -1.09321 -1.26245 0.00
H 2.05632 -0.78224 -1.43052 0.00
H -1.67250 0.71488 3.36732 0.00
H -0.96147 0.72486 5.76289 0.00
H 1.45454 0.31157 6.29154 0.00
N -10.06051 -0.92957 0.20298 0.00
C -8.91593 -0.83891 0.19699 0.00
C -7.47884 -0.72027 0.19211 0.01
C -6.73418 -1.31883 -0.82045 0.00
C -5.35676 -1.19696 -0.82577 0.01
C -4.70614 -0.47471 0.17606 0.01
C -5.46379 0.11675 1.18990 0.01
C -6.83965 -0.00458 1.20209 0.00
C -3.27541 -0.32552 0.15369 0.08
C -2.05920 -0.23686 0.12192 0.02
H -7.23797 -1.87930 -1.59578 0.00
H -4.77274 -1.66146 -1.60822 0.00
H -4.96213 0.67985 1.96506 0.00
H -7.42651 0.45475 1.98536 0.00
Cl -3.28843 8.24340 -7.52333 0.00
C -2.84970 7.41444 -6.06856 0.00
C -2.73257 8.12072 -4.88199 0.00
C -2.38969 7.44177 -3.72501 0.00
C -2.15785 6.07047 -3.73227 0.00
C -1.78154 5.34553 -2.46417 0.00
C -0.26823 5.14618 -2.39423 0.00
N 0.08275 4.18746 -1.34628 0.01
C 0.64049 4.48253 -0.12662 0.00
C 0.64867 3.32023 0.57733 0.01
N 0.09116 2.32020 -0.19554 0.05
C -0.23697 2.88614 -1.34154 0.01
O -2.22039 6.06900 -1.33182 0.00
C -3.00738 5.32619 -0.38557 0.00
C -4.20145 4.67391 -1.01436 0.00
C -5.23918 5.37328 -1.55785 0.00
Cl -5.41906 7.07752 -1.56305 0.00
S -6.40162 4.36925 -2.30519 0.00
C -5.51991 2.96752 -1.88350 0.00
C -4.38139 3.26963 -1.20291 0.00
C -2.27836 5.40010 -4.94160 0.00
Cl -1.98834 3.67868 -5.01870 0.00
C -2.62613 6.04928 -6.11305 0.00
H -2.91866 9.18479 -4.86674 0.00
H -2.32850 7.97322 -2.78554 0.00
H -2.25247 4.35966 -2.48451 0.00
H 0.21195 6.08964 -2.13812 0.00
H 0.12089 4.79832 -3.35079 0.00
H 0.96189 5.47736 0.12470 0.00
H 0.99542 3.14379 1.58151 0.00
H -0.73625 2.39919 -2.16477 0.00
H -3.31481 6.07060 0.34730 0.00
H -2.39376 4.57526 0.12474 0.00
H -5.89208 1.99451 -2.15664 0.00
H -3.69184 2.51710 -0.83872 0.00
H -2.72422 5.50227 -7.03926 0.00
```

Output
E_HOMO (spin up / spin down), eV: -10.550 / -10.705
Expectation value of S²: 8.764
Total charge: +1
Electronic energy, eV: -196284.613
Frontier orbital gap (spin up / spin down), Eh: 0.249 / 0.252
E_LUMO (spin up / spin down), eV: -3.8 / -3.8
Spin multiplicity: 6

***

# 6
Formula: C6H6O
Source: the OMol25 dataset
Level of theory: the ωB97M-V functional and the def2-TZVPD basis

Geometry as XYZ:
```
13
Properties=species:S:1:pos:R:3:mulliken_charge:R:1
C 2.21632 1.08330 0.09939 0.16
C 1.12461 1.02798 -0.40558 -0.59
C -0.24086 0.89026 -0.90963 -0.45
C -1.06536 0.01312 0.05617 -0.11
O -0.99508 0.53426 1.36784 -0.52
C -0.63189 -1.37482 0.15460 -0.64
C -0.30736 -2.50754 0.38856 0.04
H 3.19847 1.14268 0.51114 0.39
H -0.73254 1.86919 -0.93711 0.25
H -0.23316 0.49823 -1.93340 0.34
H -2.10673 0.02688 -0.29353 0.32
H -0.07328 0.36895 1.63257 0.36
H -0.11940 -3.53377 0.22542 0.44
```

Output
SMILES: C#CC[C@H](O)C#C
E_HOMO, eV: -10.238
Electronic energy, eV: -8362.542
Frontier orbital gap, Eh: 0.411
E_LUMO, eV: 0.9